# 1
ORCA calculation (ωB97M-V/def2-TZVPD) on a single C15H32O3 molecule at a distorted geometry.

Structure (ORCA input):
```
! wB97M-V def2-TZVPD RIJCOSX def2/J DEFGRID3
* xyz 0 1
C 6.6536 3.7916 -1.6619
C 5.2063 3.5024 -1.2394
C 5.2394 2.0713 -0.6426
C 3.8892 1.8609 0.0785
C 3.9753 0.7571 1.0959
C 2.5327 0.3887 1.6017
C 1.7169 -0.6858 0.7205
O 2.4314 -1.8413 0.3920
O 0.5524 -1.1360 1.3643
C -0.5912 -0.2678 1.1457
C -1.8329 -0.8095 1.8195
C -1.6401 -0.6874 3.3295
C -2.0152 -2.2757 1.5127
C -2.9882 0.1339 1.4347
O -4.2048 -0.2172 2.0533
C -3.2793 0.4545 -0.0942
C -4.3430 1.5696 -0.0644
C -3.6493 -0.7249 -0.9685
H 7.4518 3.7599 -0.8564
H 7.1352 3.0787 -2.3723
H 6.7229 4.7442 -2.2455
H 4.4687 3.5518 -2.1221
H 4.7964 4.0718 -0.4948
H 5.2226 1.4018 -1.5149
H 6.1041 1.9796 0.0253
H 3.6074 2.6749 0.5541
H 3.2668 1.5285 -0.7068
H 4.3653 -0.2229 0.7228
H 4.6470 1.1677 1.9301
H 2.5445 -0.0435 2.6748
H 1.9659 1.2820 1.6937
H 1.4931 -0.0378 -0.1096
H 1.7643 -2.5424 0.4271
H -0.3293 0.7761 1.3544
H -0.7950 -0.3906 0.1427
H -0.6671 -1.1231 3.6429
H -1.5991 0.3377 3.5693
H -2.4790 -1.2487 3.9055
H -2.8807 -2.2573 0.9158
H -2.1480 -3.0127 2.2858
H -1.3361 -2.7829 0.8489
H -2.6165 1.0384 1.8964
H -3.9819 -0.6701 2.9145
H -2.3799 0.9368 -0.5687
H -5.2477 1.3559 0.4821
H -4.7419 1.8883 -1.0644
H -4.0610 2.6024 0.3769
H -2.8512 -1.3657 -1.2478
H -4.4419 -1.4061 -0.5973
H -4.1941 -0.4983 -1.8807
*
```

Properties
HOMO energy: -0.3528 Eh
ΔE to the lowest compared entry with this formula, charge and spin: 16.6 kcal per mole
SMILES: CCCCCC[C@@H](O)OCC(C)(C)[C@H](O)C(C)C
HOMO-LUMO gap: 0.37670 Ha

natural (NBO) population analysis, charges in e, atoms 1 to 4:
1. C -0.6251
2. C -0.3923
3. C -0.3774
4. C -0.4022

---

# 2
ORCA calculation (ωB97M-V/def2-TZVPD) on a gas-phase ion, C7H9N2OS (charge +1) at a distorted geometry.

Structure (ORCA input):
```
! wB97M-V def2-TZVPD RIJCOSX def2/J DEFGRID3
* xyz 1 1
C -2.2238 -2.1993 -1.8503
C -1.5288 -3.3581 -1.9916
C -1.5151 -1.2709 -1.0354
C -0.3411 -1.7873 -0.6265
C -0.1080 0.4533 0.4731
C 2.2704 1.0821 0.5421
C 0.9336 1.0637 1.2674
N -1.2083 0.7786 0.0183
N 0.5416 2.5194 1.6073
O -1.9903 -0.0112 -0.7346
S -0.0125 -3.3572 -1.1529
H -3.1825 -1.9915 -2.2849
H -1.8110 -4.2294 -2.5486
H 3.0412 1.5464 1.1508
H 2.5771 0.0615 0.3323
H 2.1920 1.6053 -0.4080
H 1.0247 0.5339 2.2224
H -0.4294 2.5537 1.9433
H 0.6020 3.0943 0.7565
H 1.1684 2.9128 2.3195
*
```

Properties
HOMO energy: -0.4366 Eh
ΔE to the lowest compared entry with this formula, charge and spin: 119.2 kcal per mole
HOMO-LUMO gap: 0.25905 Ha

natural (NBO) population analysis, charges in e, atoms 1 to 4:
1. C -0.2622
2. C -0.3722
3. C 0.0851
4. C -0.2324

---

HOMO energy of number 2 (C7H9N2OS)? -0.4366 Eh

---

The lowest HOMO energy belongs to which entry? C7H9N2OS

---

Number 2 is which compound? C7H9N2OS

---

The highest ΔE to the lowest compared entry with this formula, charge and spin belongs to which entry? C7H9N2OS